Molecular formula: C56H84O42
Method: DFT, ωB97M-V with the def2-TZVPD basis set

Cartesian coordinates (Å):
C: -2.449298 -0.121680 2.984081
C: -1.607581 -0.027173 4.238105
C: -1.714870 1.353093 4.948672
O: -2.230864 1.027739 6.226017
C: -2.420999 -0.299003 6.362044
O: -2.806151 -0.833993 7.347214
O: -2.115544 -0.944849 5.217895
H: -2.027846 0.480218 2.176889
H: -3.478224 0.192282 3.202943
H: -2.568946 -1.147782 2.628463
H: -0.577852 -0.297708 4.007371
H: -2.378054 1.973144 4.345742
H: -0.727532 1.793937 5.028964
C: 2.916168 -1.840622 -3.214944
C: 2.921373 -3.237245 -2.677377
C: 2.632536 -3.338269 -1.179184
O: 1.847882 -4.526474 -1.087154
C: 1.260138 -4.748728 -2.280706
O: 0.383516 -5.520024 -2.483473
O: 1.801807 -3.954342 -3.243676
H: 3.629580 -1.208634 -2.683929
H: 1.955303 -1.325616 -3.250096
H: 3.172694 -1.867851 -4.282602
H: 3.848660 -3.755357 -2.928246
H: 2.067409 -2.474545 -0.832583
H: 3.587200 -3.380853 -0.660711
C: -4.430116 -0.183557 -0.104028
C: -5.581225 -0.876388 0.563224
C: -6.560266 -0.010701 1.336879
O: -7.620544 0.203981 0.391069
C: -7.579168 -0.797578 -0.528979
O: -8.461139 -1.032442 -1.282898
O: -6.432577 -1.499214 -0.412689
H: -3.892712 0.446240 0.616241
H: -4.716931 0.506906 -0.901697
H: -3.670508 -0.864243 -0.489293
H: -5.235455 -1.661394 1.237971
H: -6.125815 0.940893 1.636687
H: -7.017202 -0.482884 2.207304
C: 2.023722 0.823669 -0.094543
C: 0.655317 0.233187 0.138723
C: -0.487665 1.105391 -0.414854
O: -1.279028 0.196941 -1.171023
C: -0.636536 -0.971815 -1.316827
O: -1.053205 -1.862201 -1.987139
O: 0.491088 -1.004244 -0.593338
H: 2.812908 0.074294 0.001280
H: 2.182038 1.662590 0.580478
H: 2.108842 1.190056 -1.122352
H: 0.522655 0.007924 1.196558
H: -0.107828 1.917199 -1.039948
H: -1.055273 1.593302 0.375087
C: -3.945047 5.952527 3.853518
C: -4.044404 4.462390 3.708457
C: -5.331605 3.936683 3.017514
O: -4.884178 3.270891 1.849429
C: -3.549328 3.460812 1.690843
O: -2.955636 3.112466 0.726654
O: -3.008326 4.005234 2.790866
H: -4.804118 6.358988 4.385227
H: -3.892861 6.419292 2.865824
H: -3.019890 6.260733 4.343317
H: -3.910925 3.880502 4.618972
H: -6.050329 4.733970 2.824083
H: -5.823724 3.232334 3.689517
C: 1.617468 5.779563 4.750033
C: 0.404348 5.185943 4.064118
C: 0.377299 5.446441 2.541772
O: 0.126241 4.163609 1.974761
C: 0.348379 3.215401 2.912155
O: 0.336159 2.056491 2.635660
O: 0.517906 3.749358 4.122459
H: 1.502164 6.860127 4.825025
H: 2.513074 5.524683 4.182277
H: 1.724345 5.341472 5.742089
H: -0.529899 5.540801 4.498976
H: 1.349559 5.832882 2.225915
H: -0.414579 6.119513 2.224360
C: -3.599494 2.648814 -3.977338
C: -4.058703 1.785521 -5.129963
C: -3.245887 0.496256 -5.398575
O: -4.208444 -0.548049 -5.299426
C: -5.440528 -0.041759 -5.024933
O: -6.417872 -0.707432 -4.987965
O: -5.364109 1.284487 -4.804086
H: -2.564902 2.960386 -4.157820
H: -3.628195 2.114662 -3.036385
H: -4.225631 3.536613 -3.902021
H: -4.105936 2.377844 -6.045563
H: -2.517912 0.262492 -4.612962
H: -2.679626 0.490519 -6.328777
C: 3.351345 -1.175467 5.321418
C: 2.632408 -1.019809 4.009208
C: 3.379802 -1.536683 2.772593
O: 2.334733 -2.075580 1.976436
C: 1.268733 -2.353960 2.769662
O: 0.317011 -2.971862 2.430161
O: 1.436894 -1.820346 3.996894
H: 3.692127 -2.202779 5.427857
H: 2.697807 -0.829907 6.120997
H: 4.195207 -0.482477 5.375154
H: 2.339435 0.020506 3.834743
H: 4.128079 -2.286233 3.038825
H: 3.850393 -0.679019 2.291497
C: 5.821005 0.126009 -0.641620
C: 6.608361 -1.152018 -0.553926
C: 7.673089 -1.156079 0.555653
O: 7.591460 -2.466110 1.099766
C: 6.408060 -3.025145 0.745418
O: 5.980369 -4.037419 1.174794
O: 5.750958 -2.229322 -0.136431
H: 4.926685 -0.016802 -1.247992
H: 6.399585 0.961097 -1.023556
H: 5.438793 0.408277 0.344549
H: 7.025600 -1.428395 -1.525168
H: 7.413023 -0.440223 1.337529
H: 8.652047 -0.937137 0.137417
C: -2.041444 -6.723823 0.621255
C: -1.826403 -5.347480 1.178401
C: -1.758613 -4.247038 0.124720
O: -2.622116 -3.230443 0.610442
C: -3.356723 -3.707294 1.643086
O: -4.246474 -3.107118 2.155245
O: -2.959063 -4.938340 1.989478
H: -2.140867 -7.522218 1.354887
H: -1.268958 -7.006428 -0.097701
H: -2.978355 -6.732675 0.050578
H: -0.967657 -5.300099 1.851450
H: -2.057787 -4.626555 -0.856458
H: -0.742331 -3.880798 -0.018207
C: -0.527172 -1.895897 -5.532375
C: -0.504314 -3.014473 -6.536397
C: -0.260674 -4.461940 -6.068792
O: -1.169122 -5.200966 -6.911971
C: -1.997375 -4.363508 -7.571838
O: -2.774258 -4.700959 -8.393631
O: -1.836358 -3.109721 -7.088576
H: 0.482218 -1.718557 -5.156412
H: -1.238394 -2.045442 -4.725472
H: -0.733889 -0.970512 -6.077130
H: 0.164101 -2.748103 -7.359108
H: -0.464469 -4.653233 -5.016006
H: 0.728397 -4.820384 -6.348127
C: 4.227090 3.823161 1.863465
C: 4.787289 3.029758 3.029274
C: 5.335339 3.948470 4.135573
O: 4.655285 3.529691 5.328419
C: 3.688586 2.642558 5.015225
O: 2.971001 2.133919 5.807929
O: 3.694327 2.373988 3.690306
H: 4.998954 4.453203 1.419820
H: 3.381213 4.414312 2.212179
H: 3.854596 3.164793 1.077852
H: 5.537188 2.315879 2.689387
H: 5.070814 4.991346 3.963674
H: 6.402864 3.815787 4.290988
C: -3.776490 -5.019104 -4.610811
C: -3.543339 -4.675667 -3.162251
C: -4.300190 -3.461720 -2.613082
O: -5.038508 -3.978778 -1.508457
C: -4.815831 -5.292646 -1.361035
O: -5.284898 -5.990742 -0.523903
O: -3.975795 -5.752542 -2.325373
H: -3.094167 -5.782672 -4.989800
H: -3.588311 -4.142058 -5.236365
H: -4.790876 -5.389731 -4.761303
H: -2.462757 -4.550465 -3.021076
H: -4.981474 -3.030000 -3.349138
H: -3.627852 -2.654890 -2.319180
C: 6.952863 5.647539 -2.787168
C: 5.821005 4.714429 -3.060830
C: 6.043225 3.233097 -2.660881
O: 4.940310 2.926707 -1.813435
C: 4.133320 4.005321 -1.680668
O: 3.150662 4.027817 -1.010447
O: 4.670580 5.083514 -2.279625
H: 6.840813 6.626725 -3.257750
H: 7.919371 5.294545 -3.159336
H: 7.109095 5.849846 -1.724976
H: 5.531366 4.721966 -4.111504
H: 6.985859 3.006761 -2.165060
H: 5.993802 2.637802 -3.573507

Force components x, y, z for each atom (eV/Å):
C -0.5 -0.3 0.0
C -0.2 0.1 -0.3
C 0.6 -1.3 -0.9
O -0.2 0.7 0.3
C 0.1 -0.6 -0.5
O -0.1 0.1 0.3
O 0.2 0.3 0.1
H 0.0 0.1 0.1
H 0.1 0.3 -0.1
H 0.4 0.0 0.1
H 0.0 0.0 0.2
H -0.2 0.3 0.4
H -0.1 0.3 0.3
C 0.2 0.5 -1.2
C -1.0 0.1 0.4
C 0.6 0.5 -0.6
O 0.0 0.0 0.1
C 0.2 0.4 -0.1
O -0.3 -0.3 0.0
O 0.3 -0.2 0.2
H 0.1 0.0 -0.1
H -0.2 -0.4 0.7
H 0.4 0.0 0.2
H -0.1 -0.1 -0.1
H -0.1 -0.2 0.1
H -0.3 -0.5 0.5
C 0.7 0.8 0.1
C -0.1 -0.8 0.7
C -0.3 0.5 -0.4
O 0.2 0.2 0.0
C 0.2 -0.1 0.5
O -0.2 0.0 -0.4
O -0.3 0.2 -0.2
H -0.1 -0.1 0.1
H -0.3 -0.2 0.0
H -0.3 -0.3 -0.1
H 0.2 0.1 -0.4
H -0.1 0.1 -0.1
H 0.3 -0.3 0.0
C 0.1 -0.2 -0.6
C -0.1 0.1 0.0
C 0.5 0.3 0.7
O -0.1 0.3 -0.1
C -0.4 0.2 0.3
O 0.2 -0.5 -0.3
O 0.2 0.2 -0.1
H -0.1 0.0 0.4
H 0.1 0.0 0.1
H -0.1 0.1 0.1
H -0.1 -0.1 0.0
H 0.0 -0.2 -0.3
H -0.3 -0.3 -0.1
C 0.3 0.3 -0.2
C -0.1 -0.9 -0.8
C 0.0 0.1 1.1
O 0.1 0.5 -0.1
C -0.6 -0.6 0.2
O 0.4 0.0 -0.2
O 0.0 0.5 0.3
H 0.0 0.0 0.1
H -0.3 -0.1 0.0
H -0.1 -0.1 0.3
H 0.2 0.4 0.2
H 0.2 0.0 -0.5
H 0.0 -0.2 -0.3
C -0.4 -0.3 0.1
C 0.5 0.3 -0.7
C 0.0 0.0 0.3
O 0.5 0.2 0.2
C -0.6 0.3 -0.9
O 0.2 -0.4 0.4
O -0.1 0.1 0.2
H 0.2 0.0 0.0
H 0.0 0.1 0.0
H 0.0 0.2 0.1
H 0.0 -0.5 0.3
H -0.1 -0.1 -0.3
H 0.0 0.0 0.0
C 0.5 0.1 -0.4
C 0.2 -0.3 0.2
C 0.3 -0.1 1.3
O 0.0 0.1 -0.6
C 0.3 -0.3 -0.2
O -0.2 0.1 0.2
O -0.1 0.1 -0.4
H -0.1 0.1 0.1
H -0.1 -0.2 0.2
H 0.0 0.0 0.0
H -0.3 0.0 0.0
H 0.0 0.4 0.1
H -0.5 -0.1 -0.3
C -0.1 0.6 -0.1
C 0.1 0.2 -0.2
C -0.1 0.7 0.8
O 0.2 -0.1 -0.3
C 0.0 0.1 0.4
O -0.2 -0.1 -0.3
O 0.1 -0.1 -0.2
H -0.1 0.0 0.3
H -0.1 -0.4 0.1
H 0.1 -0.2 -0.2
H -0.1 0.0 0.1
H -0.1 -0.2 -0.2
H 0.0 -0.2 -0.4
C -0.6 -0.1 0.3
C 0.1 0.0 0.4
C -0.4 0.2 -0.6
O 0.2 -0.1 -0.2
C 0.0 0.4 0.1
O -0.1 -0.4 0.1
O 0.1 0.1 -0.1
H 0.2 0.1 -0.3
H 0.1 -0.1 -0.1
H 0.2 0.0 0.0
H 0.1 0.0 0.0
H 0.1 0.1 0.0
H 0.2 -0.2 0.3
C -0.7 -0.4 -0.7
C 0.2 0.0 0.6
C 0.7 -0.6 -0.4
O -0.1 0.2 -0.1
C 0.3 -0.7 -0.3
O -0.1 0.2 0.4
O -0.1 0.1 -0.2
H 0.2 0.2 0.3
H 0.2 0.2 0.2
H 0.1 0.0 0.1
H 0.0 0.0 -0.1
H -0.4 0.2 0.1
H -0.1 0.3 0.3
C 0.7 0.4 -0.3
C -0.6 -0.1 0.3
C 0.0 0.2 -0.7
O 0.3 -0.1 0.0
C 0.2 -0.1 0.9
O -0.4 -0.1 -0.4
O 0.2 0.2 -0.5
H 0.0 -0.3 0.4
H 0.0 -0.1 0.1
H -0.4 -0.1 0.1
H 0.1 -0.1 0.0
H -0.1 0.0 0.0
H 0.1 0.1 0.4
C 0.1 -0.6 -0.1
C -0.4 1.0 0.0
C -0.1 -0.3 0.3
O 0.1 0.0 -0.3
C 0.4 -0.2 0.2
O -0.3 0.0 0.0
O 0.1 -0.4 -0.2
H 0.0 0.1 0.1
H 0.1 0.2 0.0
H 0.0 0.0 0.1
H -0.1 -0.3 0.2
H 0.2 0.0 -0.1
H 0.0 0.2 0.0
C 0.0 0.0 -0.4
C 0.7 -0.1 -0.2
C -0.1 0.2 -0.6
O 0.1 0.2 0.2
C 0.2 -0.1 -0.6
O -0.1 0.0 0.3
O -0.1 0.1 0.2
H 0.0 -0.1 0.3
H -0.3 0.1 0.1
H -0.1 0.2 -0.1
H -0.1 0.0 0.2
H -0.2 -0.2 0.1
H 0.0 -0.2 0.4
C 1.0 0.9 0.1
C 0.0 -0.6 0.2
C -0.1 0.3 -0.7
O -0.1 -0.1 -0.2
C 0.4 0.4 0.7
O -0.1 -0.2 -0.3
O -0.1 -0.1 -0.3
H -0.4 -0.1 0.0
H -0.2 -0.4 -0.1
H -0.3 -0.3 0.1
H 0.0 0.3 0.0
H 0.0 0.3 0.2
H -0.1 -0.3 0.2

Its HOMO-LUMO gap is 8.80 eV. The molecular weight is 1429.25 g mol⁻¹. The energy above the lowest of the compared OMol25 structures with the same formula, charge and spin is 77.9 kJ/mol. For the total energy, the calculation gives -145434.615 eV.

Here are the Mulliken charges for atoms 1 to 8, given in e: atom 1 (C): -0.325, atom 2 (C): 1.906, atom 3 (C): 1.131, atom 4 (O): -0.497, atom 5 (C): 0.418, atom 6 (O): -0.572, atom 7 (O): -0.543, atom 8 (H): -0.326



Molecular formula: CH2N2O3S
Method: DFT, ωB97M-V with the def2-TZVPD basis set

Cartesian coordinates (Å):
C: -1.025826 -0.655612 0.168894
N: 1.779747 -0.144452 -1.532784
N: -0.989834 0.654490 0.143713
O: 2.296183 0.131863 0.992944
O: -0.068679 -1.390692 0.376430
O: 0.252029 1.218869 0.293284
S: 1.558024 0.049943 -0.132847
H: -1.979315 -1.108280 -0.292042
H: -1.822327 1.243869 -0.017590

Force components x, y, z for each atom (eV/Å):
C -2.7 -1.7 -1.9
N -0.3 -0.1 0.3
N 0.1 0.4 -0.1
O 3.5 0.1 6.0
O 1.1 0.5 0.4
O 0.1 -0.1 0.5
S -4.0 0.5 -6.4
H 0.9 0.7 1.3
H 1.2 -0.3 -0.1

Its HOMO-LUMO gap is 9.81 eV. The molecular weight is 122.11 g mol⁻¹. The energy above the lowest of the compared OMol25 structures with the same formula, charge and spin is 448.9 kJ/mol. For the total energy, the calculation gives -21021.771 eV.

Here are the Mulliken charges for atoms 1 to 8, given in e: atom 1 (C): 0.228, atom 2 (N): -0.428, atom 3 (N): 0.032, atom 4 (O): -0.423, atom 5 (O): -0.485, atom 6 (O): -0.295, atom 7 (S): 0.828, atom 8 (H): 0.293



Number 1: strongest force on any atom 1.64 eV/A. Number 2: strongest force on any atom 7.51 eV/A.